C12H35FNO9 | wB97M-V/def2-TZVPD

Each line ends with the Mulliken charge.
CARTESIAN COORDINATES (ANGSTROEM)
1 F -8.4050 -7.4216 30.8570  -0.970
2 C -4.7968 -2.3289 36.7132  -1.383
3 C -4.9056 -3.8276 36.9692  0.474
4 C -4.8719 -4.2970 38.4296  -0.709
5 O -4.5211 -5.6586 38.6255  -0.325
6 C -4.3945 -6.1055 39.9703  -0.700
7 N -6.0665 -4.3492 36.2858  -0.644
8 H -4.1027 -1.8612 37.4114  0.354
9 H -5.7631 -1.8650 36.9112  0.316
10 H -4.5081 -2.2484 35.6652  0.370
11 H -4.0284 -4.2393 36.4700  0.229
12 H -5.8031 -4.1222 38.9686  0.326
13 H -4.1347 -3.7374 39.0054  0.366
14 H -4.0531 -7.1360 40.0685  0.254
15 H -5.3379 -6.0721 40.5151  0.284
16 H -3.6950 -5.4416 40.4783  0.292
17 H -6.1685 -4.0899 35.3150  0.255
18 H -6.8763 -3.9219 36.7121  0.240
19 C -1.4036 -8.9125 29.9167  -0.175
20 C -2.3561 -7.7984 29.6381  -0.654
21 O -2.7713 -7.0467 30.7492  -0.456
22 O -2.1223 -9.8689 30.7209  -0.493
23 H -0.4684 -8.6728 30.4228  0.298
24 H -1.1270 -9.3439 28.9547  0.246
25 H -3.2802 -8.1280 29.1632  0.328
26 H -1.9415 -7.1172 28.8950  0.348
27 H -1.9940 -6.5046 30.9024  0.281
28 H -1.5791 -10.6184 30.9754  0.277
29 C -8.7006 -13.9232 31.0345  -0.275
30 C -9.6922 -13.4017 32.1582  -0.510
31 O -8.9705 -13.4346 33.3978  -0.498
32 O -7.4961 -13.2202 31.1898  -0.460
33 H -9.1293 -13.8132 30.0384  0.310
34 H -8.5147 -14.9871 31.1812  0.244
35 H -10.6519 -13.9182 32.1772  0.317
36 H -10.0138 -12.3692 32.0218  0.297
37 H -9.1741 -14.2436 33.8728  0.287
38 H -6.9378 -13.5057 30.4629  0.288
39 C -13.2148 -7.2584 29.0832  -0.535
40 C -13.5867 -7.5095 30.5425  -0.280
41 O -12.5758 -7.1455 31.4784  -0.463
42 O -12.2846 -8.1692 28.6978  -0.542
43 H -12.7558 -6.2744 28.9874  0.311
44 H -14.0160 -7.2520 28.3443  0.329
45 H -13.8981 -8.5491 30.6446  0.218
46 H -14.4729 -6.8938 30.6960  0.284
47 H -11.7730 -7.4103 31.0236  0.311
48 H -11.4670 -8.0978 29.1959  0.341
49 C -6.8448 -4.8823 25.1104  -0.352
50 C -8.0219 -4.1654 25.8028  -0.389
51 O -7.7615 -3.8892 27.2040  -0.520
52 O -5.8391 -3.9091 24.6721  -0.515
53 H -7.1077 -5.4065 24.1916  0.254
54 H -6.3883 -5.6339 25.7546  0.311
55 H -8.9012 -4.8092 25.7810  0.261
56 H -8.2740 -3.2538 25.2610  0.324
57 H -7.7743 -4.7589 27.6103  0.336
58 H -6.3058 -3.3521 24.0448  0.287

Computed properties:
HOMO energy = -0.123 Ha
gap between HOMO and LUMO = 5.98 eV
net charge = -1

C30H25N2O2P2RhS2 | wB97M-V/def2-TZVPD

Each line ends with the Mulliken charge.
CARTESIAN COORDINATES (ANGSTROEM)
1 Rh -0.5767 0.2932 -2.3250  -0.830
2 S 1.4127 -0.9566 -2.4675  -0.425
3 P 1.2053 -0.5983 -0.4845  1.740
4 C -0.4534 -0.3277 -0.3392  -1.033
5 P -1.7651 -1.4019 -0.3819  1.721
6 S -1.9389 -1.6094 -2.3954  -0.463
7 C -1.6207 -2.9802 0.4834  0.667
8 C -0.5956 -3.8323 0.0747  -0.661
9 C -0.4233 -5.0597 0.6893  -0.660
10 C -1.2892 -5.4532 1.7027  -0.594
11 C -2.3320 -4.6256 2.0895  -0.706
12 C -2.5029 -3.3898 1.4798  -0.412
13 C -3.2083 -0.5643 0.3274  0.195
14 C -3.1312 -0.0920 1.6383  -0.185
15 C -4.2031 0.5766 2.2001  -0.689
16 C -5.3577 0.7881 1.4519  -0.473
17 C -5.4311 0.3339 0.1467  -0.734
18 C -4.3557 -0.3435 -0.4182  -0.238
19 C 2.0833 0.9234 -0.0408  0.684
20 C 3.4669 0.9783 -0.1818  -0.587
21 C 4.1526 2.1366 0.1375  -0.663
22 C 3.4549 3.2520 0.5862  -0.542
23 C 2.0746 3.2043 0.7146  -0.591
24 C 1.3860 2.0375 0.4058  -0.355
25 C 1.9976 -1.8588 0.5471  0.537
26 C 1.8417 -1.7980 1.9309  -0.554
27 C 2.4052 -2.7759 2.7332  -0.643
28 C 3.1419 -3.8050 2.1594  -0.445
29 C 3.3109 -3.8587 0.7838  -0.683
30 C 2.7308 -2.8903 -0.0245  -0.057
31 H 0.0440 -3.5415 -0.7504  0.449
32 H 0.3801 -5.7113 0.3720  0.442
33 H -1.1571 -6.4142 2.1835  0.398
34 H -3.0177 -4.9415 2.8649  0.416
35 H -3.3166 -2.7468 1.7866  0.372
36 H -2.2220 -0.2352 2.2122  0.400
37 H -4.1390 0.9436 3.2163  0.415
38 H -6.1943 1.3183 1.8889  0.386
39 H -6.3217 0.5120 -0.4416  0.403
40 H -4.3950 -0.6818 -1.4454  0.375
41 H 4.0063 0.1189 -0.5638  0.371
42 H 5.2272 2.1791 0.0179  0.388
43 H 3.9909 4.1606 0.8320  0.448
44 H 1.5301 4.0750 1.0592  0.435
45 H 0.3056 1.9847 0.4792  0.346
46 H 1.2783 -0.9854 2.3763  0.354
47 H 2.2752 -2.7355 3.8069  0.429
48 H 3.5856 -4.5666 2.7878  0.405
49 H 3.8887 -4.6581 0.3380  0.411
50 H 2.8328 -2.9400 -1.1026  0.390
51 C 2.0928 5.3119 -2.6469  -0.807
52 N 0.9284 4.4422 -2.5702  0.227
53 C -0.3270 4.9387 -2.4236  0.209
54 C -1.4202 4.1529 -2.3288  -1.053
55 C -1.1821 2.7435 -2.3692  1.016
56 O -2.0705 1.8401 -2.2549  -0.706
57 N 0.0728 2.2660 -2.5185  -0.315
58 C 1.1804 3.0557 -2.6366  0.113
59 O 2.3134 2.6590 -2.7981  -0.620
60 H 1.7603 6.3452 -2.5779  0.291
61 H 2.6207 5.1536 -3.5853  0.283
62 H 2.7791 5.0856 -1.8322  0.238
63 H -0.3948 6.0184 -2.3890  0.314
64 H -2.4144 4.5500 -2.2102  0.455

Computed properties:
HOMO energy = -0.277 Ha
gap between HOMO and LUMO = 7.38 eV
net charge = 0

In order of appearance, E_LUMO = 2.63 -0.15 eV.